Computed, not measured: C25H49AsBrClF6MgO12RbS2 as an isolated structure, with wB97M-V/def2-TZVPD.

Output
total energy	-238758.61461	eV
relative energy (zero: lowest compared OMol25 entry of this formula, charge and spin)	0.0	kJ/mol
strongest force on any atom	5.349	eV Å⁻¹
frontier orbital gap	0.0558	Eh

The geometry in ORCA input format:
```
! RIJCOSX wB97M-V def2-TZVPD def2/J DEFGRID3
* xyz -1 1
C -3.49571 1.59014 -1.69755
C -2.84783 0.85984 -2.96518
C -1.31025 0.63393 -2.61786
C -1.25300 -0.55949 -1.62337
O 0.04294 -0.77729 -1.02143
C 0.50154 0.33510 -0.36599
C -0.02864 0.86446 0.75983
O -1.13923 0.30507 1.38395
C 0.66345 2.13489 1.30590
O 0.83817 2.23652 2.55152
C 1.12631 3.16430 0.25493
C 1.03170 4.75204 0.32791
C 0.10057 5.34185 1.46260
C 1.67213 2.63964 -0.88899
Cl 2.22968 3.66469 -2.22356
C 1.73700 1.04935 -1.01586
O 2.61286 0.42863 -1.51048
H -2.68774 1.71472 -0.92670
H -4.28005 0.94289 -1.24196
H -3.89811 2.58568 -2.00063
H -2.98627 1.47044 -3.87875
H -3.25898 -0.17243 -3.09341
H -0.70801 0.46690 -3.54347
H -0.96609 1.60865 -2.18285
H -1.51076 -1.48159 -2.20055
H -2.01147 -0.49498 -0.80086
H -1.94481 0.66736 0.96758
H 0.59067 5.09234 -0.64057
H 2.08439 5.13431 0.37169
H -0.11978 4.62458 2.28280
H 0.66363 6.19395 1.93117
H -0.84546 5.71793 1.01472
Rb 1.28525 3.78317 4.05179
C -2.78042 1.30883 -7.50598
C -2.11627 0.03908 -6.92743
C -2.20568 -1.10349 -7.97206
O -2.79759 -0.31987 -5.86043
H -3.83889 1.14722 -7.75424
H -2.72380 2.14861 -6.81272
H -2.26309 1.62598 -8.42958
H -1.03273 0.27965 -6.82912
H -3.23933 -1.34800 -8.23587
H -1.73018 -2.01115 -7.60437
H -1.68131 -0.82292 -8.91489
Mg -2.33860 0.77191 -9.75384
Br 4.49391 2.49056 -0.89146
C 7.22358 2.41976 6.17894
S 5.52024 1.86650 5.99186
O 4.68244 2.66497 6.93768
C 5.76957 0.24366 6.72972
H 7.29400 3.44275 5.81139
H 7.50974 2.39013 7.23129
H 7.88001 1.77782 5.59072
H 6.14842 0.35287 7.74748
H 6.47442 -0.32688 6.12426
H 4.81164 -0.27461 6.75257
C -4.57562 -4.40585 -11.05166
S -3.84127 -4.48173 -9.40422
O -2.87340 -3.33581 -9.29450
C -2.88472 -5.96773 -9.71097
H -5.19974 -3.51314 -11.11053
H -3.79006 -4.35086 -11.80776
H -5.19235 -5.29016 -11.21249
H -2.21272 -5.80642 -10.55607
H -3.55674 -6.79975 -9.91842
H -2.30235 -6.19045 -8.81976
C -4.41635 1.80916 7.32323
C -4.38119 1.90154 5.80553
C -3.24786 1.06937 5.22613
O -4.22073 3.26610 5.41558
H -3.48653 2.19010 7.75715
H -5.22808 2.41864 7.72544
H -4.55739 0.77797 7.65322
H -5.33332 1.56013 5.39503
H -2.27752 1.42484 5.58983
H -3.22824 1.15279 4.13784
H -3.35424 0.01639 5.49341
H -3.38171 3.57832 5.77423
C 9.97585 1.66542 11.31581
O 8.94824 0.94007 10.64091
C 7.88424 0.65806 11.40270
O 7.74239 0.95944 12.55935
O 7.00595 -0.01744 10.65241
C 5.81002 -0.38824 11.33893
H 10.77973 1.83395 10.60170
H 9.60421 2.63191 11.65724
H 10.36849 1.08781 12.15298
H 5.27231 0.49642 11.68057
H 6.03603 -1.04825 12.17671
H 5.18111 -0.92626 10.63204
O -2.94968 -8.76708 -10.23043
H -2.88734 -9.68706 -10.49457
F -4.01568 -5.14561 -4.74312
As -3.73489 -6.54814 -5.77624
F -2.54563 -7.15895 -4.62452
F -2.45841 -5.66402 -6.62559
F -3.45534 -7.94321 -6.80882
F -4.93283 -5.93230 -6.93553
F -5.00998 -7.42757 -4.92870
*
```

Computed, not measured: C25H49CrNO2SSi2 as an isolated structure, with wB97M-V/def2-TZVPD.

Output
total energy	-87307.77809	eV
relative energy (zero: lowest compared OMol25 entry of this formula, charge and spin)	271.2	kJ/mol
strongest force on any atom	2.769	eV Å⁻¹
frontier orbital gap (alpha / beta)	0.2556 / 0.2858	Eh

The geometry in ORCA input format:
```
! RIJCOSX wB97M-V def2-TZVPD def2/J DEFGRID3
* xyz 1 4
O 0.81450 1.81366 -0.90934
O -1.07178 2.39446 -2.05754
C 1.08593 2.98580 -0.10255
C 2.45124 2.97951 0.61293
H 0.31276 3.11544 0.64941
H 0.98209 3.89557 -0.69217
H 2.54791 2.11726 1.27023
H 2.56346 3.87082 1.23006
H 3.28326 2.96531 -0.09009
C 1.66598 1.79201 -2.08659
C 1.82863 3.06873 -2.95049
H 1.29286 0.99542 -2.72441
H 2.67239 1.51027 -1.79418
H 0.86767 3.50551 -3.21551
H 2.34434 2.83584 -3.88156
H 2.41336 3.83482 -2.44309
C -1.58053 1.43191 -2.98307
C -1.86183 3.49334 -1.61085
C -1.19411 1.76806 -4.42564
H -2.66148 1.32426 -2.88383
H -1.14728 0.46158 -2.75054
H -1.57070 2.73814 -4.73924
H -1.59704 1.02293 -5.11018
H -0.11370 1.77535 -4.55230
C -2.07657 4.53398 -2.71012
H -1.36241 3.97201 -0.77137
H -2.82370 3.14475 -1.24427
H -1.13202 4.82382 -3.16830
H -2.54150 5.43117 -2.30394
H -2.73581 4.15285 -3.48771
H -0.40611 2.01769 -1.36066
Cr -0.04905 -1.38528 1.12416
C -1.28083 0.24889 1.11321
Si -2.98762 0.61045 1.90341
H -0.41397 0.46787 1.72545
H -1.26004 -0.17435 0.11558
C -3.00123 2.41516 2.41798
C -3.45226 -0.26960 3.48940
C -4.39450 0.27870 0.71350
C 1.95624 -1.15654 0.47650
Si 2.47384 -2.21786 -1.01219
H 2.03916 -1.85350 1.29795
H 2.75099 -0.44617 0.69497
C 3.90062 -1.42174 -1.92735
C 1.04808 -2.44236 -2.19036
C 3.09559 -3.87968 -0.42961
H -4.16228 0.61052 -0.29509
H -5.30413 0.78523 1.03139
H -4.61333 -0.78625 0.66505
H -2.08631 2.67757 2.94605
H -3.83752 2.62215 3.08404
H -3.10055 3.08875 1.57213
H -2.62783 -0.35887 4.18905
H -3.84999 -1.25968 3.28338
H -4.24563 0.27283 4.00122
H 1.19772 -1.88404 -3.11336
H 0.11876 -2.09403 -1.74728
H 0.91647 -3.48970 -2.45783
H 3.41465 -4.49096 -1.27295
H 2.32476 -4.43227 0.09673
H 3.94877 -3.76954 0.23803
H 4.39512 -2.14709 -2.57244
H 4.64771 -1.03570 -1.23500
H 3.57388 -0.60284 -2.56559
S 1.10731 -2.53612 5.23138
C 1.02138 -0.84491 5.31952
C 0.64773 -0.33540 4.07635
C 0.43681 -1.34651 3.13619
C 0.67236 -2.60201 3.61125
C 0.48406 -3.71632 2.68695
C 0.62463 -5.05923 3.04656
C 0.35999 -6.04142 2.08896
C -0.05105 -5.67223 0.80321
C -0.17588 -4.31511 0.48242
N 0.11564 -3.37178 1.41782
H 1.23231 -0.25038 6.19801
H 0.53657 0.72042 3.87025
H 0.91906 -5.34068 4.04991
H 0.45796 -7.08781 2.34713
H -0.27177 -6.43009 0.06320
H -0.50217 -4.02280 -0.50231
*
```

Molecular weight readings, ordered: 1019.8, 535.9 Da